Entry one
17
Properties=species:S:1:pos:R:3 method="wB97M-V/def2-TZVPD" charge=-1 homo_energy_ev=-3.95 e_lumo_ev=4.1
O -0.68164 -1.10518 0.63821
C -0.19646 -0.17133 -0.05197
N -0.78588 0.42689 -1.06856
C -3.61787 -0.15282 0.55948
O -4.67761 -0.40022 0.01490
C 1.27923 0.16202 0.30599
C 2.10174 -1.02554 -0.21726
N 1.90356 1.42562 -0.10514
H -0.20113 1.22415 -1.32064
H -3.73885 0.34749 1.53362
H -2.64039 -0.54017 0.24401
H 1.31319 0.10940 1.39929
H 1.77999 -1.91439 0.31809
H 3.15898 -0.85658 -0.00382
H 1.91092 -1.14793 -1.28340
H 1.24755 2.15969 0.16156
H 1.84467 1.45890 -1.12436


Entry two
17
Properties=species:S:1:pos:R:3 method="wB97M-V/def2-TZVPD" charge=-1 homo_energy_ev=-2.23 e_lumo_ev=0.7
O 0.46889 2.92124 -2.17583
C 0.24761 1.80659 -1.68984
N -0.83185 1.31029 -1.17442
C -0.78617 0.21249 -0.25538
C 1.58317 1.04463 -1.56329
N 1.99628 0.28412 -0.54563
C -1.29354 -1.75312 2.44836
O -2.40973 -1.40762 1.71892
H 2.84298 -0.21940 -0.83157
H -0.62174 -0.80427 -0.64944
H -0.05519 0.41185 0.52684
H -1.77347 0.15534 0.21856
H 2.29056 1.53974 -2.23341
H 1.19060 -0.09920 -1.65933
H -1.05807 -2.82057 2.33723
H -1.40785 -1.36342 3.47288
H -0.38248 -1.21867 2.05535


entry one is preferred energetically. Next in line: 7.402 eV higher.


Entry one
10
Properties=species:S:1:pos:R:3 method="wB97M-V/def2-TZVPD" charge=-1 homo_energy_ev=-3.30 smiles=Cn1nnnc1[S-] e_lumo_ev=3.8
C 1.25253 -0.31287 0.03779
N 0.02736 0.35630 -0.14050
N -0.24331 1.60771 -0.00766
N -1.53370 1.72001 0.00289
N -2.16452 0.52559 0.01482
C -1.11563 -0.41554 0.02999
S -1.00776 -2.02398 -0.12857
H 1.27486 -0.84096 1.00208
H 1.43743 -1.14197 -0.74107
H 2.07274 0.52571 -0.06976


Entry two
10
Properties=species:S:1:pos:R:3 method="wB97M-V/def2-TZVPD" charge=-1 homo_energy_ev=-3.38 e_lumo_ev=3.9
C 1.92674 0.24653 0.18127
C -1.73626 0.10003 -0.23920
N 1.06771 1.15019 0.36130
N 1.40328 -1.11808 0.28881
N 0.18736 -1.17650 0.32555
N -0.52695 -0.10831 0.46342
S 3.51631 0.42523 -0.28687
H -2.16164 -0.80982 -0.25497
H -2.25642 0.82109 0.31925
H -1.42014 0.46963 -1.15857


entry one is preferred energetically. Next in line: 2.521 eV higher.


Entry one
19
Properties=species:S:1:pos:R:3 method="wB97M-V/def2-TZVPD" charge=-1 homo_energy_ev=-2.59 e_lumo_ev=4.0
C 1.37180 0.37219 0.93521
C -0.10697 0.57252 0.66660
C -0.36718 1.97763 0.14898
N -0.64140 -0.44101 -0.27277
C -0.08825 -0.50597 -1.68804
O -0.67275 0.28480 -2.56621
H 1.69671 0.51013 1.96253
H 1.68709 -0.66501 0.77217
H 2.06116 0.94201 0.31158
H -0.60591 0.30629 1.60097
H 0.11228 2.74810 0.77266
H 0.10189 2.08200 -0.82712
H -1.42506 2.22008 0.12345
H -1.64729 -0.32421 -0.29395
H 1.00802 -0.30712 -1.51063
H -0.14802 -1.57778 -1.92432
H -1.41227 -3.22108 0.55399
H -0.41150 -2.00486 0.46645
O -0.51234 -2.96870 0.76847


Entry two
19
Properties=species:S:1:pos:R:3 method="wB97M-V/def2-TZVPD" charge=-1 homo_energy_ev=-2.62 e_lumo_ev=3.2
C -2.69857 1.43386 -0.09022
N -2.52882 0.01484 -0.14506
C -1.73865 -0.29430 -1.28090
C 0.59197 0.47103 1.08476
C 0.64690 -0.85107 0.63005
O 1.54062 -1.17756 -0.27895
H -1.79765 2.06104 0.17212
H -3.52544 1.57933 0.61537
H -3.04761 1.91013 -1.04654
H -1.34084 -1.32722 -1.20282
H -0.77904 0.32893 -1.32314
H -2.19452 -0.22025 -2.29551
H 1.37944 1.13796 0.72474
H 0.06251 0.65021 2.00621
H -0.46423 -0.18310 0.45344
H 0.47864 -1.65324 1.33621
H 4.28143 0.09330 -0.37198
H 2.43979 -0.68458 -0.03497
O 3.58974 0.13754 0.28781


Entry three
19
Properties=species:S:1:pos:R:3 method="wB97M-V/def2-TZVPD" charge=-1 homo_energy_ev=-3.40 e_lumo_ev=4.0
C -0.03527 1.08243 -0.96959
N 0.97439 0.02966 -0.68330
C 0.38495 -1.31330 -1.14360
O -0.83139 -1.62567 -0.63419
C 0.09713 2.30369 -0.08217
C -0.51841 2.11732 1.31647
H -1.05378 0.68779 -0.88964
H 0.08145 1.35980 -2.01495
H 0.82165 -0.18657 0.30864
H 1.18758 -2.02825 -0.88888
H 0.36087 -1.25607 -2.25667
H 1.12876 2.56859 0.17071
H -0.36029 3.14536 -0.61257
H -1.53548 1.73347 1.40416
H -0.57679 3.08336 1.84321
H 0.13907 1.49132 1.91836
H -0.61319 -2.99134 1.80306
H -0.42838 -1.82746 0.88121
O 0.04065 -2.29875 1.70647


Entry four
19
Properties=species:S:1:pos:R:3 method="wB97M-V/def2-TZVPD" charge=-1 homo_energy_ev=-3.11 e_lumo_ev=4.0
C -1.28996 -1.15174 -0.06988
N -0.75374 -0.32937 1.04430
C -0.92994 2.04633 0.26237
C -0.03258 0.90368 0.60277
C 0.98581 0.62918 -0.54196
O 2.09557 -0.21882 -0.07715
H -1.97671 -0.59928 -0.74479
H -0.42341 -1.41781 -0.77645
H -1.77951 -2.09381 0.31671
H -0.45861 -0.78642 1.94815
H -0.33567 2.95845 0.14908
H -1.65143 2.15659 1.05049
H -1.56691 1.82997 -0.72538
H 0.60991 1.25026 1.43427
H 1.45744 1.51067 -1.03077
H 0.54803 0.22283 -1.55715
H 2.31874 -1.64139 -0.51279
H 1.23100 -2.59468 -0.06717
O 1.95197 -2.67466 -0.70462


entry three is preferred energetically. Next in line: 0.233 eV higher.


Entry one
19
Properties=species:S:1:pos:R:3 method="wB97M-V/def2-TZVPD" charge=-1 homo_energy_ev=-3.24 e_lumo_ev=3.8
C -2.00658 -1.47204 -0.25932
C -0.68952 -0.99879 -0.83189
N -0.48376 0.40958 -0.55111
C 0.82316 0.90283 -0.93408
C 1.83366 0.87184 0.20923
O 1.55359 1.87922 1.14376
H -2.92500 -1.08075 -0.69975
H -2.07016 -2.56703 -0.34764
H -2.01527 -1.32900 0.82300
H -0.66588 -1.19832 -1.91812
H 0.06918 -1.63354 -0.37293
H -1.19344 0.93563 -1.03923
H 1.26887 0.31492 -1.76728
H 0.77225 1.92612 -1.31841
H 2.89139 0.87029 -0.05787
H 1.60529 -0.07628 0.73625
H 1.10085 1.37771 1.97397
H -0.34319 0.46178 2.34371
O 0.47457 0.40582 2.86770


Entry two
19
Properties=species:S:1:pos:R:3 method="wB97M-V/def2-TZVPD" charge=-1 homo_energy_ev=-2.65 e_lumo_ev=3.9
C -1.71318 0.27299 -0.46881
C -0.69590 0.10701 0.61763
C -0.97826 -1.28601 1.32396
N 0.73995 0.08385 0.25485
C 1.13618 -0.37852 -1.26746
O 1.92179 -1.44842 -1.16246
H -1.63759 -0.48519 -1.25758
H -2.77124 0.11432 -0.23457
H -1.58726 1.27313 -0.88215
H -0.80354 0.93691 1.35634
H -1.45967 -1.89396 0.54929
H -0.06811 -1.80758 1.58859
H -1.68821 -1.21159 2.15349
H 1.29999 -0.45974 0.88487
H 0.20374 -0.66919 -1.75034
H 1.66079 0.48558 -1.70566
H 2.78245 1.96882 -0.42586
H 1.51647 1.86362 0.40650
O 2.14161 2.53397 0.01935


Entry three
19
Properties=species:S:1:pos:R:3 method="wB97M-V/def2-TZVPD" charge=-1 homo_energy_ev=-3.33 e_lumo_ev=3.1
C -2.39203 -1.58277 -0.60837
N -2.20943 -0.19531 -0.61805
C -0.93856 0.27740 -0.44009
C -0.56412 0.97078 0.85688
C 0.93695 0.81716 1.32020
O 1.87001 1.28258 0.48562
H -3.38669 -1.99883 -0.80573
H -1.67207 -2.09920 -1.34228
H -2.06363 -2.12954 0.34202
H -0.27159 -0.84106 -0.42543
H 0.28725 -1.36378 -0.19401
H -0.57452 0.94436 -1.25865
H -1.24637 0.55426 1.62749
H -0.94498 1.97958 0.69406
H 1.02712 -0.30248 1.48559
H 0.92267 1.19477 2.37246
H 2.60959 0.07245 -0.42023
H 2.24386 -1.46079 -0.67119
O 2.75489 -0.73935 -0.99598


entry one is preferred energetically. Next in line: 0.488 eV higher.


Entry one
12
Properties=species:S:1:pos:R:3 method="wB97M-V/def2-TZVPD" charge=0 homo_energy_ev=-8.90 smiles="C=CN(C)S" e_lumo_ev=0.7
C 1.32781 -1.16254 0.20762
C 0.13193 -1.07994 -0.37814
N -0.61589 0.11540 -0.68428
C -0.04120 1.34861 -0.20127
S -2.33933 -0.15045 -0.05733
H 1.89075 -2.10390 0.24360
H 1.88837 -0.25385 0.39203
H -0.43750 -1.88918 -0.55939
H -0.04242 1.33011 0.94723
H 1.01307 1.40038 -0.60989
H -0.73291 2.19094 -0.52157
H -2.04269 0.25442 1.22139


Entry two
12
Properties=species:S:1:pos:R:3 method="wB97M-V/def2-TZVPD" charge=0 homo_energy_ev=-7.93 e_lumo_ev=0.7
C -0.12698 -0.62659 -1.20216
C -0.29126 0.18593 0.08956
C -0.04909 -0.50611 1.37080
N 1.05601 1.29390 -0.44766
S 0.61109 0.84970 -2.07478
H 0.53050 -1.44672 -0.94465
H -0.94283 -0.98164 -1.87049
H -1.13572 0.97285 0.16120
H -0.29022 -1.60600 1.31181
H -0.74196 0.07795 2.15423
H 0.84098 -0.45597 1.85734
H 0.53948 2.24271 -0.40521


entry one is preferred energetically. Next in line: 1.108 eV higher.